# C2H7N2OS

A 2-piece molecular cluster, C2H7N2OS overall in a non-equilibrium geometry (ωB97M-V with the def2-TZVPD basis set, the OMol25 dataset).

Summary:
Kohn-Sham gap in eV: 11.96
Largest force on an atom in eV Å⁻¹: 2.0
Total energy in eV: -18042.09350
HOMO in hartree: -0.5894

Geometry as ORCA input:
```
! wB97M-V def2-TZVPD RIJCOSX def2/J DEFGRID3
* xyz 1 1
N 0.777 -2.188 -0.736
S -0.614 -1.641 -1.450
O -1.810 -2.424 -0.649
H 1.459 -2.433 -1.440
H 1.146 -1.537 -0.046
H -0.833 -0.364 -1.006
H -1.749 -3.321 -0.990
C 0.085 2.717 1.250
C 0.631 1.506 0.654
N 1.088 0.565 0.183
H -0.941 2.561 1.580
H 0.672 3.021 2.115
H 0.089 3.539 0.535
*
```

=====

# C2H7N2P2

An isolated ion of composition C2H7N2P2 and charge +1 in a non-equilibrium geometry (ωB97M-V with the def2-TZVPD basis set, the OMol25 dataset).

Summary:
Kohn-Sham gap in eV: 9.38
Structure (SMILES): N[P@]1(=[NH2+])CC=P1
Largest force on an atom in eV Å⁻¹: 5.9
Total energy in eV: -23736.71517
HOMO in hartree: -0.5274

Geometry as ORCA input:
```
! wB97M-V def2-TZVPD RIJCOSX def2/J DEFGRID3
* xyz 1 1
N -0.934 -0.766 1.384
P -0.485 -0.116 -0.092
N -1.168 -1.326 -1.065
C 1.316 0.125 -0.351
C 1.171 1.978 0.018
P -0.522 2.131 0.182
H -0.179 -1.401 1.607
H -1.148 -0.228 2.189
H -2.110 -1.500 -0.614
H -1.386 -0.921 -1.993
H 1.530 -0.138 -1.399
H 1.970 -0.545 0.175
H 1.945 2.706 -0.041
*
```

=====

# C2H7N3

The molecule C2H7N3 in a non-equilibrium geometry (ωB97M-V with the def2-TZVPD basis set, the OMol25 dataset).

Summary:
Kohn-Sham gap in eV: 9.90
Structure (SMILES): [H]/N=C(\N)NC
Largest force on an atom in eV Å⁻¹: 1.2
Total energy in eV: -6657.48746
HOMO in hartree: -0.3284

Geometry as ORCA input:
```
! wB97M-V def2-TZVPD RIJCOSX def2/J DEFGRID3
* xyz 0 1
H -2.260 -0.590 0.081
N -1.300 -0.807 -0.179
C -0.601 0.251 -0.033
N -1.100 1.514 0.480
N 0.749 0.278 -0.226
C 1.491 -0.976 -0.247
H -1.274 1.334 1.453
H -2.015 1.698 0.116
H 1.113 1.077 -0.699
H 1.005 -1.798 -0.759
H 1.762 -1.168 0.792
H 2.429 -0.813 -0.780
*
```

=====

# C2H7N3

A 2-piece molecular cluster, C2H7N3 overall in a non-equilibrium geometry (ωB97M-V with the def2-TZVPD basis set, the OMol25 dataset).

Summary:
Kohn-Sham gap in eV: 10.33
Structure (SMILES): [H]/N=C\N.C=N
Largest force on an atom in eV Å⁻¹: 3.9
Total energy in eV: -6655.94628
HOMO in hartree: -0.3519

Geometry as ORCA input:
```
! wB97M-V def2-TZVPD RIJCOSX def2/J DEFGRID3
* xyz 0 1
H -3.186 -0.892 0.056
N -2.534 -1.651 -0.255
C -1.398 -1.166 -0.683
N -0.811 0.047 -0.456
H -0.775 -1.882 -1.308
H -1.477 0.855 -0.281
H -0.177 0.290 -1.217
C 2.327 0.706 0.422
N 2.236 1.874 1.044
H 1.393 0.145 0.498
H 3.216 0.058 0.260
H 3.199 2.302 1.230
*
```

=====

# C2H7N3

C2H7N3 as an isolated structure in a non-equilibrium geometry (ωB97M-V with the def2-TZVPD basis set, the OMol25 dataset).

Summary:
Kohn-Sham gap (spin up / spin down) in eV: 7.87 / 8.65
Largest force on an atom in eV Å⁻¹: 4.3
Total energy in eV: -6651.57423
HOMO (spin up / spin down) in hartree: -0.2728 / -0.2922

Geometry as ORCA input:
```
! wB97M-V def2-TZVPD RIJCOSX def2/J DEFGRID3
* xyz 0 1
C 0.383 -0.594 -0.297
N 0.369 0.451 0.559
N 2.153 -0.095 -0.293
C -2.301 0.438 -0.008
N -1.570 -0.401 0.577
H 0.590 0.120 1.500
H 2.753 -0.346 0.489
H 2.398 0.806 -0.692
H 0.438 -1.628 0.023
H 0.113 -0.400 -1.328
H -1.929 1.277 -0.618
H -3.397 0.373 0.089
*
```

=====

# C2H7N3O

C2H7N3O as an isolated structure in a non-equilibrium geometry (ωB97M-V with the def2-TZVPD basis set, the OMol25 dataset).

Summary:
Kohn-Sham gap (spin up / spin down) in eV: 7.95 / 7.95
Largest force on an atom in eV Å⁻¹: 1.7
Total energy in eV: -8701.49243
HOMO (spin up / spin down) in hartree: -0.2986 / -0.2985

Geometry as ORCA input:
```
! wB97M-V def2-TZVPD RIJCOSX def2/J DEFGRID3
* xyz 0 1
C -0.389 1.297 0.374
N 0.962 1.203 0.585
C -0.399 -0.388 -0.669
N 1.160 -0.298 -0.612
N -0.760 -1.440 0.231
O -0.890 -0.355 -1.794
H 1.197 0.751 1.468
H 1.523 0.063 -1.489
H 1.657 -1.109 -0.233
H -0.620 -1.235 1.212
H -1.705 -1.749 0.047
H -0.687 2.041 -0.356
H -1.050 1.220 1.235
*
```

=====

# C2H7N3O

A 2-piece molecular cluster, C2H7N3O overall in a non-equilibrium geometry (ωB97M-V with the def2-TZVPD basis set, the OMol25 dataset).

Summary:
Kohn-Sham gap in eV: 10.59
Structure (SMILES): C/N=[NH+]\[O-].C=N
Largest force on an atom in eV Å⁻¹: 2.8
Total energy in eV: -8701.10730
HOMO in hartree: -0.3621

Geometry as ORCA input:
```
! wB97M-V def2-TZVPD RIJCOSX def2/J DEFGRID3
* xyz 0 1
C 0.761 0.851 1.592
N 0.030 1.143 0.262
N 0.704 1.776 -0.585
O 1.714 2.501 -0.447
H 0.420 -0.165 1.867
H 1.807 0.835 1.442
H 0.437 1.576 2.322
H 0.328 1.654 -1.549
C -0.997 -2.020 -1.270
N -2.061 -1.607 -0.763
H -0.305 -1.514 -2.055
H -0.440 -2.834 -0.768
H -2.398 -2.196 -0.049
*
```

=====

# C2H7N3O2

A 2-piece molecular cluster, C2H7N3O2 overall in a non-equilibrium geometry (ωB97M-V with the def2-TZVPD basis set, the OMol25 dataset).

Summary:
Kohn-Sham gap in eV: 10.74
Structure (SMILES): [H]/N=C(\N)C(=O)O.N
Largest force on an atom in eV Å⁻¹: 3.3
Total energy in eV: -10752.68036
HOMO in hartree: -0.3728

Geometry as ORCA input:
```
! wB97M-V def2-TZVPD RIJCOSX def2/J DEFGRID3
* xyz 0 1
H -0.684 -1.695 -1.720
N -0.148 -1.516 -0.821
C 0.357 -0.330 -0.867
N 0.178 0.641 -1.743
C 1.213 0.120 0.355
O 1.614 1.243 0.381
O 1.400 -0.889 1.154
H 0.793 1.481 -1.769
H -0.523 0.559 -2.510
H 0.866 -1.543 0.722
N -1.272 0.167 1.835
H -0.847 0.974 2.469
H -0.758 0.223 0.960
H -2.188 0.564 1.553
*
```